(1)
This record from the OMol25 dataset describes 2 unconnected molecules or ions with the total composition H3N2O2S at a distorted geometry. The level of theory is ωB97M-V/def2-TZVPD.

```
8
Properties=species:S:1:pos:R:3
N -1.3344 -1.0803 0.9260
N 2.4074 1.0168 -0.3904
O -0.9256 -0.4633 -1.5347
O -2.2583 1.0036 0.0819
S -1.1751 0.0189 -0.1556
H -0.8022 -1.9342 1.1150
H 1.7898 0.2814 -0.6945
H 2.2985 1.1571 0.6521
```

Output
E = -17956.604 eV
net charge = -1


(2)
This record from the OMol25 dataset describes 2 unconnected molecules or ions with the total composition C3H9NO2 at a distorted geometry. The level of theory is ωB97M-V/def2-TZVPD.

```
15
Properties=species:S:1:pos:R:3
C -1.7056 -0.6901 -2.3406
C -0.6312 -0.2908 -1.3559
N -0.5779 -1.0244 -0.2248
O 0.1235 0.6588 -1.4779
H -2.5890 -0.0985 -2.1064
H -1.8510 -1.7635 -2.2717
H -1.4116 -0.4629 -3.3624
H 0.1906 -0.8278 0.4052
H -1.0594 -1.8675 -0.0184
C 1.3088 0.9645 2.9873
O 1.3786 0.2005 1.7952
H 2.2563 1.4844 3.1218
H 0.4196 1.5876 3.1006
H 1.2085 0.2312 3.7942
H 1.2227 0.7154 0.9928
```

Output
E = -8842.124 eV


(3)
This record from the OMol25 dataset describes a gas-phase ion, C8H7OS (charge +1) at a distorted geometry. The level of theory is ωB97M-V/def2-TZVPD.

```
17
Properties=species:S:1:pos:R:3
C 2.1844 0.1107 -0.0384
C 1.2238 1.1515 0.1851
C -0.9179 1.6352 0.0240
C 1.8680 -1.2144 -0.0613
C -2.2095 1.4117 -0.1916
C -0.0500 0.5942 0.3158
C -0.6209 -0.7095 0.3782
C 0.4591 -1.7437 0.0847
O -3.4976 -0.9166 0.9283
S -2.6046 -0.4907 -0.0812
H 3.1550 0.2838 -0.3866
H 1.3216 2.2934 0.0131
H -0.3999 2.5272 -0.3538
H 2.4911 -1.9844 -0.2615
H -3.0533 2.0690 -0.4610
H 0.1969 -2.3881 -0.8142
H 0.4538 -2.6293 0.7204
```

Output
E = -21279.210 eV
net charge = +1


(4)
This record from the OMol25 dataset describes 2 unconnected molecules or ions with the total composition C4H8O2. The level of theory is ωB97M-V/def2-TZVPD.

```
14
Properties=species:S:1:pos:R:3
O 0.7249 -1.5511 -1.4140
C 0.6360 -1.5446 -0.2065
C -0.6257 -1.2300 0.5554
C -0.2644 0.1962 0.8774
C -0.6044 1.2381 0.1145
O -0.0721 2.4790 0.1968
H 1.5436 -1.6136 0.4290
H -1.5037 -1.3308 -0.0909
H -0.7445 -1.8461 1.4539
H 0.4997 0.3337 1.6410
H -1.3794 1.1910 -0.6456
H 0.7211 2.4348 0.7493
H 0.4508 0.9717 -1.7372
H 0.6179 0.2717 -1.9231
```

Output
E = -8370.116 eV


(5)
This record from the OMol25 dataset describes 2 unconnected molecules or ions with the total composition C20H18BrNOS at a distorted geometry. The level of theory is ωB97M-V/def2-TZVPD.

```
42
Properties=species:S:1:pos:R:3
Br 2.1122 -2.2048 4.6123
C 0.9337 -1.9034 3.0189
C -0.4493 -1.1765 3.1965
C -1.4107 -0.8905 1.9845
C -0.8919 -1.4376 0.5980
C 0.4627 -2.1566 0.4301
C 1.4499 -2.4020 1.6237
C 2.8656 -3.1095 1.3911
C 3.9357 -2.0451 0.7943
C 5.4269 -1.9958 1.2835
C 6.4760 -0.9794 0.7033
C 6.0890 0.0596 -0.3957
C 4.6157 0.0227 -0.8885
C 3.5679 -0.9994 -0.3124
S -2.0478 -1.0980 -0.8325
C -2.6033 0.6424 -0.4287
C -2.7766 1.7525 -1.4980
C -3.2043 3.1913 -1.0406
C -3.4503 3.5102 0.4714
C -3.2754 2.3608 1.4891
C -2.8496 0.8960 1.1086
N -2.6907 -0.1720 2.1118
H -0.7252 -0.8603 4.2678
H 0.8121 -2.5502 -0.5947
H 3.2727 -3.6224 2.3431
H 2.7850 -3.9557 0.6046
H 5.8367 -2.6902 2.1005
H 7.5611 -0.9467 1.0734
H 6.8007 0.8124 -0.8620
H 4.2899 0.7565 -1.7118
H 2.5288 -0.9417 -0.7822
H -2.5626 1.5143 -2.5890
H -3.3327 4.0656 -1.7807
H -3.7312 4.5815 0.7484
H -3.4400 2.5893 2.6020
H -2.8623 0.1623 3.0684
C -5.0378 2.2211 -4.6250
O -4.0782 1.1759 -4.6833
H -4.5155 3.1730 -4.5253
H -5.6308 2.2289 -5.5431
H -5.6904 2.0749 -3.7606
H -4.5653 0.3467 -4.7711
```

Output
E = -105434.940 eV


(6)
This record from the OMol25 dataset describes a single C4H5N3S molecule at a distorted geometry. The level of theory is ωB97M-V/def2-TZVPD.

```
13
Properties=species:S:1:pos:R:3
C -1.6007 -1.4465 -0.0485
N -2.4476 -0.3905 -0.0488
N -1.6640 0.7757 0.1349
C -0.3462 0.4626 0.2484
C -0.3038 -0.9399 0.0664
S 1.3421 -1.5971 0.1539
C 2.0005 0.0522 -0.1743
N 0.8390 1.1478 0.5613
H -1.9276 -2.4069 -0.4412
H -1.9455 1.6944 0.3164
H 2.0193 0.3570 -1.1727
H 2.9370 0.2222 0.2729
H 1.0976 2.0691 0.1315
```

Output
E = -19532.185 eV


(7)
This record from the OMol25 dataset describes a single C5H11NOS molecule at a distorted geometry. The level of theory is ωB97M-V/def2-TZVPD.

```
19
Properties=species:S:1:pos:R:3
C 0.4244 0.2314 -2.6776
S -0.4002 -1.1795 -1.9074
C 0.5790 -1.4628 -0.4235
C -0.0965 -1.0737 0.8849
C -0.6145 0.3573 0.9887
N 0.2277 1.3722 0.3662
C -0.9506 0.7282 2.4142
O -1.3833 -0.0436 3.2224
H 0.7305 -0.0717 -3.6739
H 1.3378 0.4633 -2.1429
H -0.1888 1.1270 -2.7174
H 0.9182 -2.4825 -0.2952
H 1.5308 -0.9394 -0.5303
H -0.9044 -1.7766 1.1047
H 0.5852 -1.2275 1.7345
H -1.5685 0.4052 0.4638
H -0.1274 1.7617 -0.4858
H 0.6658 2.0136 1.0094
H -0.7652 1.7974 2.6650
```

Output
E = -19735.484 eV


(8)
This record from the OMol25 dataset describes 12 unconnected molecules or ions with the total composition C36H96O36S12 at a distorted geometry. The level of theory is ωB97M-V/def2-TZVPD.

```
180
Properties=species:S:1:pos:R:3
C -5.6736 -2.4590 -9.2520
C -5.9414 -0.9918 -9.5689
O -4.9481 -0.1719 -8.9229
S -4.0304 0.7887 -9.8151
C -5.0956 2.1994 -10.1992
O -2.9137 1.2522 -9.0290
O -3.7142 0.1008 -11.0440
H -6.0721 -2.6076 -8.2406
H -4.6122 -2.6608 -9.1366
H -6.2369 -3.1824 -9.8352
H -5.8894 -0.8036 -10.6441
H -6.9382 -0.6588 -9.2822
H -5.7107 2.4413 -9.3346
H -5.7146 1.9940 -11.0678
H -4.4155 3.0268 -10.3898
C -7.0370 7.5149 -6.5714
C -8.4877 7.3837 -6.1198
O -9.1667 8.5691 -6.5433
S -10.7276 8.7811 -6.1596
C -10.5867 9.0938 -4.3655
O -11.1993 9.9976 -6.7598
O -11.3791 7.5026 -6.3662
H -6.4320 6.7186 -6.1357
H -6.6544 8.4269 -6.1020
H -6.9399 7.5474 -7.6496
H -8.8877 6.5133 -6.6447
H -8.5988 7.2351 -5.0454
H -11.0330 8.3133 -3.7609
H -11.0003 10.0679 -4.1159
H -9.5192 9.2718 -4.2382
C 0.0291 1.6585 -8.0297
C -0.3107 2.8638 -7.1596
O 0.5270 2.7372 -5.9880
S 0.6627 4.0206 -5.0327
C 1.9830 4.9091 -5.9066
O -0.5457 4.8203 -5.1242
O 1.1613 3.6195 -3.7418
H 1.1166 1.6151 -8.0903
H -0.5148 1.6863 -8.9704
H -0.2539 0.7185 -7.5526
H -0.0991 3.7844 -7.7046
H -1.3490 2.8788 -6.8279
H 1.6490 5.3403 -6.8451
H 2.8206 4.2281 -6.0283
H 2.2593 5.7548 -5.2750
C -4.0636 8.5025 -4.5100
C -2.7694 9.2948 -4.7074
O -1.7087 8.5716 -4.0751
S -0.1749 8.8123 -4.5299
C -0.1394 7.7521 -6.0105
O -0.0312 10.1894 -4.9594
O 0.6376 8.2281 -3.4916
H -4.3448 7.9545 -5.4193
H -4.9484 9.1348 -4.4182
H -4.0008 7.7172 -3.7600
H -2.5787 9.3744 -5.7789
H -2.8557 10.2860 -4.2688
H -0.5164 6.7838 -5.6877
H 0.8888 7.7039 -6.3551
H -0.8270 8.2577 -6.6862
C -0.0105 8.0391 -10.8611
C -0.6181 7.7481 -12.2074
O 0.0905 6.6181 -12.7952
S 0.1554 6.4008 -14.3782
C -1.4381 5.6059 -14.7263
O 0.1180 7.6966 -15.0311
O 1.2235 5.4782 -14.6312
H -0.4047 7.4396 -10.0360
H -0.2255 9.0696 -10.5822
H 1.0547 7.8826 -10.6821
H -1.6548 7.4312 -12.0812
H -0.5737 8.5721 -12.9163
H -1.2979 4.5281 -14.7440
H -1.5666 5.8622 -15.7787
H -2.2076 6.0219 -14.0871
C -9.1866 12.9353 -13.4003
C -7.6698 12.8270 -13.4518
O -7.1747 13.4785 -12.2723
S -5.6312 13.9613 -12.2085
C -4.9071 12.4845 -11.3787
O -5.1009 14.0449 -13.5481
O -5.5769 15.0578 -11.2763
H -9.5881 12.7648 -12.4028
H -9.6371 12.1389 -14.0005
H -9.5426 13.8747 -13.8181
H -7.3023 11.7988 -13.3877
H -7.3034 13.2605 -14.3821
H -5.1342 11.6024 -11.9703
H -5.4616 12.4605 -10.4428
H -3.8492 12.6970 -11.2621
C -11.1776 11.8290 -9.9768
C -10.7010 10.5780 -10.6551
O -9.2667 10.6183 -10.6445
S -8.4434 9.3753 -11.2927
C -8.4637 8.3266 -9.8392
O -9.2342 8.7355 -12.3075
O -7.0776 9.8172 -11.4878
H -12.2418 11.7568 -9.7556
H -10.9789 12.7232 -10.5686
H -10.6499 11.9883 -9.0343
H -11.0894 9.6875 -10.1502
H -11.0793 10.4970 -11.6768
H -8.1503 7.3190 -10.1015
H -9.4592 8.3999 -9.4115
H -7.7115 8.7250 -9.1648
C -8.0262 9.9507 -16.9248
C -7.6031 8.9712 -15.8533
O -6.2000 8.7023 -16.0297
S -5.6120 7.3631 -15.3244
C -6.0140 7.6317 -13.5810
O -6.3703 6.2090 -15.7717
O -4.1750 7.3789 -15.4561
H -7.7570 10.9516 -16.5776
H -9.1105 9.9699 -17.0512
H -7.6170 9.8037 -17.9209
H -7.9091 9.2775 -14.8504
H -8.1338 8.0197 -15.9727
H -7.0936 7.7595 -13.5888
H -5.5161 8.5060 -13.1705
H -5.6597 6.7671 -13.0261
C -2.0510 5.1174 -9.2753
C -2.8785 6.2573 -8.7325
O -2.9843 7.2569 -9.7560
S -4.2732 8.1987 -9.8537
C -3.9003 9.4264 -8.5801
O -4.1578 8.8605 -11.1231
O -5.4194 7.3904 -9.5216
H -1.0354 5.4781 -9.4410
H -2.5371 4.7336 -10.1706
H -1.9593 4.3297 -8.5257
H -3.8482 5.8748 -8.3971
H -2.5153 6.6518 -7.7779
H -3.9917 8.8867 -7.6403
H -4.6612 10.1591 -8.8462
H -2.8742 9.7522 -8.7377
C -0.1928 2.6723 -12.4099
C 0.3176 3.5130 -11.2718
O 1.6035 3.0018 -10.9441
S 2.4482 3.9018 -9.9185
C 3.3911 4.8993 -11.0387
O 1.5611 4.7820 -9.1887
O 3.3014 2.9822 -9.2220
H -1.1168 3.0390 -12.8560
H -0.3829 1.6265 -12.1542
H 0.5971 2.6104 -13.1611
H 0.4103 4.5416 -11.6424
H -0.4233 3.6485 -10.4839
H 4.2449 5.2854 -10.4867
H 2.7598 5.6768 -11.4621
H 3.7465 4.2464 -11.8341
C -7.2021 11.6539 -7.4907
C -8.0381 11.7028 -6.2386
O -8.2121 13.0344 -5.7682
S -9.2665 13.2733 -4.5883
C -10.6484 13.9430 -5.4967
O -9.6740 12.0114 -3.9880
O -8.7164 14.2820 -3.7328
H -6.3541 12.3382 -7.5020
H -7.7691 11.8032 -8.4143
H -6.8117 10.6437 -7.6495
H -8.9615 11.1323 -6.3346
H -7.5471 11.1725 -5.4123
H -10.2474 14.7405 -6.1178
H -11.4137 14.3103 -4.8156
H -11.1479 13.1799 -6.0934
C -0.9842 13.2690 -11.5404
C -1.1431 12.3115 -10.3754
O 0.1644 11.8738 -9.9903
S 0.3182 11.0527 -8.6078
C 0.6488 12.4288 -7.4703
O -0.9900 10.5214 -8.2471
O 1.5030 10.2542 -8.7319
H -0.3599 14.1395 -11.3198
H -1.9259 13.7853 -11.7476
H -0.6057 12.7978 -12.4439
H -1.7023 12.7822 -9.5648
H -1.7185 11.4484 -10.7178
H 1.4264 13.0420 -7.9086
H 0.8572 11.9532 -6.5149
H -0.3395 12.8858 -7.4554
```

Output
E = -242615.886 eV


(9)
This record from the OMol25 dataset describes 7 unconnected molecules or ions with the total composition BrH12O6 at a distorted geometry. The level of theory is ωB97M-V/def2-TZVPD.

```
19
Properties=species:S:1:pos:R:3
Br 0.2515 -0.0181 -0.1999
O 0.7415 2.5379 2.0351
H 0.5545 1.8299 1.3941
H -0.0695 2.6709 2.4891
O -2.8565 1.0819 0.1881
H -3.4015 0.5599 -0.3159
H -1.9095 0.7169 0.0901
O 3.0825 -0.8931 -1.4029
H 2.3195 -0.3901 -1.1479
H 3.2225 -1.4641 -0.6509
O -0.8575 -2.1581 2.3871
H -0.1845 -2.3441 3.0331
H -0.3875 -1.7071 1.7941
O 0.7265 2.7179 -2.0459
H 0.5395 2.0749 -1.4609
H 0.5505 3.5259 -1.3989
O -0.4825 -2.9611 -1.8019
H -1.2085 -3.5321 -1.7489
H -0.6315 -2.2481 -1.2369
```

Output
E = -82525.229 eV
net charge = -1


(10)
This record from the OMol25 dataset describes a molecular structure, C37H32BrOOsP2 at a distorted geometry. The level of theory is ωB97M-V/def2-TZVPD.

```
74
Properties=species:S:1:pos:R:3
Os 0.1220 -0.1547 0.2062
P -1.1984 -1.7142 -0.8208
C 0.9133 -1.3292 1.4404
O 1.4608 -2.0193 2.2261
P 0.9124 1.7624 1.0143
C -1.8775 -3.0201 0.2827
C 0.0931 -2.6296 -1.7824
C -2.5054 -1.3190 -2.0702
C 0.0221 3.3389 0.9466
C 1.5511 1.7112 2.7038
C 2.3587 2.0563 -0.0099
C -3.2746 -3.1216 0.4349
C -3.7836 -4.1552 1.2233
C -2.9136 -5.0753 1.8405
C -1.5240 -4.9639 1.6680
C -1.0056 -3.9389 0.8949
H -3.9395 -2.4463 -0.1118
H -4.8656 -4.2382 1.3435
H -3.3315 -5.8969 2.4367
H -0.8627 -5.7074 2.1102
H 0.0771 -3.8703 0.7439
C -3.5235 -0.4182 -1.7142
C -4.5479 -0.1536 -2.6180
C -4.5392 -0.7330 -3.8748
C -3.5059 -1.5950 -4.2518
C -2.4836 -1.8828 -3.3660
H -3.4831 0.0375 -0.7256
H -5.3531 0.5011 -2.3157
H -5.3149 -0.5126 -4.5739
H -3.4952 -2.0534 -5.2316
H -1.6688 -2.5504 -3.6321
C -0.0079 -3.9904 -2.1249
C 1.0308 -4.5494 -2.8658
C 2.1184 -3.7719 -3.2754
C 2.1893 -2.4304 -2.9347
C 1.1959 -1.8425 -2.1610
H -0.8733 -4.5818 -1.8015
H 0.9771 -5.6038 -3.1322
H 2.9114 -4.2211 -3.8590
H 3.0180 -1.8102 -3.2625
H 1.2118 -0.8053 -1.7742
C 2.9330 1.6367 2.9470
C 3.4170 1.6153 4.2610
C 2.5250 1.6160 5.3489
C 1.1438 1.6533 5.1004
C 0.6647 1.6850 3.7882
H 3.6332 1.5957 2.1173
H 4.5036 1.5729 4.4368
H 2.9178 1.5645 6.3787
H 0.4574 1.6522 5.9524
H -0.3998 1.6529 3.6123
C -1.0036 3.5094 0.0098
C -1.7573 4.6660 0.0038
C -1.4636 5.7141 0.8932
C -0.4582 5.5390 1.8639
C 0.2657 4.3263 1.9191
H -1.1823 2.7292 -0.6998
H -2.6072 4.7808 -0.6757
H -2.0485 6.6525 0.8697
H -0.2366 6.3275 2.5856
H 0.9421 4.1608 2.7363
C 2.7926 3.3524 -0.3383
C 3.9598 3.4754 -1.0946
C 4.6807 2.3501 -1.5168
C 4.2172 1.0755 -1.1868
C 3.0402 0.9100 -0.4559
H 2.2258 4.2253 -0.0023
H 4.3280 4.4763 -1.3387
H 5.5898 2.4653 -2.1060
H 4.7598 0.1904 -1.4935
H 2.6031 -0.0750 -0.2041
H -0.7592 1.2149 -1.1691
H -0.0331 0.8029 -1.3634
Br -1.9355 0.5848 1.5944
```

Output
spin multiplicity = 5
E = -131992.733 eV
net charge = +3
<S²> = 6.045


(11)
This record from the OMol25 dataset describes a molecular structure, C20H16ClN6O8RbS2 at a distorted geometry. The level of theory is ωB97M-V/def2-TZVPD.

```
54
Properties=species:S:1:pos:R:3
Rb 1.2825 -0.5976 -1.8323
O 3.9597 5.3356 -0.1980
C 3.8885 4.7667 0.9761
O 4.2755 5.3042 1.9987
C 3.3018 3.3909 1.0119
C 3.1539 2.6259 2.1503
Cl 3.4406 3.0215 3.7881
N 2.6045 1.4430 1.7985
N 2.3651 1.3981 0.4722
C 2.7753 2.5550 -0.0165
C 2.6044 2.7985 -1.5115
O 3.1042 3.8743 -1.9628
O 1.9906 1.9374 -2.1494
C 2.2966 0.2938 2.5915
C 3.2006 -0.1556 3.5432
C 2.8990 -1.2946 4.2745
C 1.7199 -1.9881 4.0373
C 0.8383 -1.5459 3.0601
C 1.1209 -0.3956 2.3355
H 3.5962 4.6905 -0.9638
H 4.1361 0.3650 3.6959
H 3.6042 -1.6497 5.0164
H 1.4961 -2.8876 4.5985
H -0.0690 -2.0901 2.8236
H 0.4379 -0.0592 1.5639
S -1.7238 -2.5540 0.9768
C -2.2221 -0.9014 0.8783
C -3.3899 -0.4556 1.5548
C -3.7981 0.8545 1.4675
C -3.0472 1.7602 0.7145
C -1.9095 1.2656 0.1022
N -1.5002 -0.0038 0.1644
H -3.9410 -1.1771 2.1429
H -4.6926 1.1786 1.9909
H -3.3199 2.8035 0.6216
H -1.2738 1.9296 -0.4821
O 1.6369 -4.5652 -4.2746
N 0.7671 -4.1319 -3.5612
O 1.1025 -3.1213 -2.8924
C -2.3080 -3.0630 -2.8971
N -3.1603 -1.8834 -2.8007
C -3.8771 -1.5316 -1.6661
C -4.4357 -0.3308 -1.8965
N -4.0591 0.0295 -3.1837
C -3.2562 -0.9137 -3.7432
S -2.5494 -0.8379 -5.2744
H -2.9187 -3.9582 -3.0215
H -1.7107 -3.1388 -1.9900
H -1.6593 -2.9471 -3.7569
H -3.8474 -2.1456 -0.7789
H -5.0119 0.3104 -1.2515
H -4.2239 0.8998 -3.6451
O 3.0342 -2.4053 -2.8882
O 3.2718 -2.1026 -1.7118
```

Output
E = -81166.742 eV
net charge = -2